Molecular formula: H2N2O
Method: DFT, wB97M-V/def2-TZVPD

As for the total energy: -185.7609 Eh. The LUMO energy comes out at 1.3 eV. Its frontier orbital gap is 11.6 eV. The SMILES is [nH]1[nH]o1.

```
! RIJCOSX wB97M-V def2-TZVPD def2/J DEFGRID3
* xyz 0 1
N 0.70 0.06 0.24
N -0.67 0.17 -0.01
O -0.18 0.42 1.27
H 1.17 0.91 -0.09
H -1.19 -0.95 0.03
*
```

=====

Molecular formula: H2N2O2
Method: DFT, wB97M-V/def2-TZVPD

As for the total energy: -260.8534 Eh. The LUMO energy (alpha / beta) comes out at 8.7 / 8.7 eV. Its frontier orbital gap (alpha / beta) is 4.8 / 4.9 eV.

```
! RIJCOSX wB97M-V def2-TZVPD def2/J DEFGRID3
* xyz -2 1
N 0.85 0.68 -0.20
N -0.97 -0.40 0.14
O 1.83 -0.23 -0.44
O -1.77 0.13 1.10
H 0.53 1.05 -1.13
H -0.47 -1.22 0.53
*
```

=====

Molecular formula: H2N2O2
Method: DFT, wB97M-V/def2-TZVPD

As for the total energy: -260.8816 Eh. The LUMO energy (alpha / beta) comes out at 1.0 / -3.9 eV. Its frontier orbital gap (alpha / beta) is 8.1 / 6.4 eV.

```
! RIJCOSX wB97M-V def2-TZVPD def2/J DEFGRID3
* xyz 0 3
N -0.77 -0.04 -0.17
N 0.76 -0.11 0.08
O 1.20 1.00 0.16
O 1.28 -1.14 0.09
H -1.04 0.98 -0.25
H -1.43 -0.69 0.09
*
```

=====

- What is the formula in the third record?
  H2N2O2

=====

What did the third record say?
Molecular formula: H2N2O2
Method: DFT, wB97M-V/def2-TZVPD

As for the total energy: -260.8816 Eh. The LUMO energy (alpha / beta) comes out at 1.0 / -3.9 eV. Its frontier orbital gap (alpha / beta) is 8.1 / 6.4 eV.

```
! RIJCOSX wB97M-V def2-TZVPD def2/J DEFGRID3
* xyz 0 3
N -0.77 -0.04 -0.17
N 0.76 -0.11 0.08
O 1.20 1.00 0.16
O 1.28 -1.14 0.09
H -1.04 0.98 -0.25
H -1.43 -0.69 0.09
*
```